w.
This record from the OMol25 dataset describes an isolated ion of composition C2H8NS2 and charge +1. The level of theory is wB97M-V/def2-TZVPD.

CARTESIAN COORDINATES (ANGSTROEM)
C 2.50 -1.32 -0.65
S 1.79 -0.33 0.77
S 0.64 1.12 0.06
C -1.27 0.45 -0.26
N -2.01 0.97 0.88
H 3.21 -1.97 -0.20
H 3.02 -0.67 -1.25
H 1.67 -1.66 -1.21
H -1.35 -0.56 -0.26
H -1.67 0.76 -1.21
H -2.22 1.92 0.62
H -2.96 0.41 1.01
H -1.36 0.90 1.69

Calculated values
HOMO energy = -13.08 eV
Total charge = +1
HOMO-LUMO gap = 9.20 eV
SMILES string = CSSC[NH3+]

---

x.
This record from the OMol25 dataset describes a 2-piece molecular cluster, C2H8NS2 overall. The level of theory is wB97M-V/def2-TZVPD.

CARTESIAN COORDINATES (ANGSTROEM)
C 0.86 -1.01 0.40
C 1.39 0.32 -0.28
N 1.03 1.42 0.25
S -3.32 -0.63 -0.19
S -1.83 0.82 0.18
H 0.97 -1.77 -0.33
H -0.26 -0.76 0.59
H 1.40 -1.17 1.35
H 1.78 0.15 -1.27
H -1.34 0.46 -0.92
H 1.12 2.29 -0.25
H 0.92 1.47 1.31
H -2.72 -1.59 -0.84

Calculated values
HOMO energy = -12.44 eV
Total charge = +1
HOMO-LUMO gap = 6.98 eV

---

y.
This record from the OMol25 dataset describes an isolated ion of composition C2H8NS2 and charge +1. The level of theory is wB97M-V/def2-TZVPD.

CARTESIAN COORDINATES (ANGSTROEM)
N -0.82 0.10 -1.82
C -0.45 -0.62 -0.53
C 0.17 0.31 0.47
S 0.28 -0.59 2.04
S 1.56 0.70 3.04
H -0.98 1.10 -1.62
H -1.74 -0.20 -2.15
H -0.09 0.04 -2.52
H 0.23 -1.43 -0.80
H -1.35 -1.11 -0.13
H 1.12 0.69 0.08
H -0.46 1.19 0.65
H 2.53 -0.18 3.30

Calculated values
HOMO energy = -12.34 eV
Total charge = +1
HOMO-LUMO gap = 8.31 eV
SMILES string = [NH3+]CCSS

---

Computed stability ranking, most favorable first: y, w, x

---

w.
This record from the OMol25 dataset describes a 2-piece molecular cluster, C5H8NO overall. The level of theory is wB97M-V/def2-TZVPD.

CARTESIAN COORDINATES (ANGSTROEM)
C 3.43 -0.82 0.53
C 2.67 -0.30 -0.46
C 1.76 0.70 -0.25
C 0.83 1.52 -0.06
C -3.63 -0.53 -0.12
N -2.33 -0.04 -0.32
O -1.73 0.51 0.58
H 4.15 -1.60 0.33
H 3.34 -0.49 1.55
H 2.79 -0.65 -1.48
H -0.21 1.12 0.18
H 0.83 2.60 -0.05
H -4.26 -0.03 -0.86
H -4.02 -0.42 0.89
H -3.62 -1.58 -0.45

Calculated values
HOMO energy = -13.13 eV
Total charge = +1
HOMO-LUMO gap = 6.76 eV

---

x.
This record from the OMol25 dataset describes an isolated ion of composition C5H8NO and charge +1. The level of theory is wB97M-V/def2-TZVPD.

CARTESIAN COORDINATES (ANGSTROEM)
C 1.30 2.84 -1.26
C 0.46 2.08 -0.54
C 0.60 0.71 -0.28
C -0.39 0.03 0.28
N -0.20 -1.64 0.30
C -1.11 -2.50 1.09
O 0.63 -2.10 -0.41
H 0.95 3.82 -1.52
H 2.18 2.26 -1.73
H -0.41 2.53 0.12
H 1.48 0.14 -0.64
H -1.43 0.30 0.67
H -1.71 -3.08 0.29
H -1.75 -2.14 1.90
H -0.60 -3.25 1.73

Calculated values
HOMO energy (spin up / spin down) = -13.84 / -13.84 eV
Total charge = +1
HOMO-LUMO gap (spin up / spin down) = 7.13 / 7.13 eV
SMILES string = C=C/C=C/[N+](C)=O

---

Computed stability ranking, most favorable first: x, w

---

w.
This record from the OMol25 dataset describes C6H7B in the gas phase. The level of theory is wB97M-V/def2-TZVPD.

CARTESIAN COORDINATES (ANGSTROEM)
C -1.96 -0.92 -0.09
C -2.67 0.02 0.24
B -1.69 1.24 0.30
C -0.58 1.79 -0.55
C -0.20 0.90 0.64
C 0.36 -0.62 0.50
C -0.68 -1.58 -0.27
H -0.53 1.20 -1.50
H -0.15 2.77 -0.52
H 0.17 1.59 1.42
H 0.42 -1.02 1.56
H 1.19 -0.68 -0.26
H -0.44 -2.58 0.05
H -0.39 -1.39 -1.33

Calculated values
HOMO energy = -8.49 eV
HOMO-LUMO gap = 8.83 eV
SMILES string = C1#CB2C[C@@H]2CC1

---

x.
This record from the OMol25 dataset describes C6H7B in the gas phase. The level of theory is wB97M-V/def2-TZVPD.

CARTESIAN COORDINATES (ANGSTROEM)
C 1.44 -1.53 1.55
C 1.30 -0.25 1.12
C 0.14 0.05 0.27
C -0.54 -0.64 -0.66
C -1.55 0.15 -1.37
C -1.56 1.45 -1.01
B -0.22 1.58 -0.11
H 2.26 -1.69 2.19
H 0.91 -2.41 1.16
H 1.91 0.55 1.25
H -0.27 -1.63 -0.79
H -2.20 -0.45 -2.03
H -2.16 2.32 -1.38
H 0.53 2.50 -0.19

Calculated values
HOMO energy = -8.07 eV
HOMO-LUMO gap = 7.33 eV
SMILES string = C=CC1=CC=CB1

---

Computed stability ranking, most favorable first: x, w